[1]
# C35H86N6O11

A 17-piece molecular cluster, C35H86N6O11 overall in a non-equilibrium geometry (ωB97M-V/def2-TZVPD, the OMol25 dataset).

Its gap between HOMO and LUMO is 0.37332 hartree. For the highest occupied orbital energy, the calculation gives -9.6761 eV. For the largest force on an atom, the calculation gives 3.6 eV/A.

CARTESIAN COORDINATES (ANGSTROEM)
C 0.308 -5.168 5.369
O -0.348 -3.946 5.082
H 1.377 -5.062 5.310
H -0.031 -5.420 6.373
H -0.043 -5.952 4.657
H -0.192 -3.681 4.155
C 2.830 4.413 -1.745
O 3.205 3.312 -1.001
H 1.765 4.763 -1.626
H 3.317 5.301 -1.443
H 3.061 4.348 -2.816
H 2.963 3.424 -0.056
C -5.811 -0.555 0.895
O -4.618 0.069 1.292
H -6.292 -1.082 1.706
H -6.457 0.161 0.390
H -5.663 -1.373 0.141
H -4.464 -0.334 2.129
C 3.089 5.395 2.128
O 2.468 4.308 1.505
H 3.363 6.202 1.437
H 2.427 5.761 2.897
H 4.052 5.152 2.639
H 1.837 3.845 2.112
C -1.526 -1.264 -6.033
O -1.095 -1.627 -4.744
H -1.861 -0.298 -5.983
H -0.725 -1.353 -6.752
H -2.324 -1.921 -6.479
H -0.173 -1.358 -4.596
C 4.494 1.391 -3.591
O 3.471 1.056 -2.662
H 4.118 1.699 -4.622
H 5.172 2.151 -3.204
H 5.060 0.540 -3.942
H 3.460 1.799 -2.055
C -4.827 0.974 -3.114
O -4.183 0.229 -2.036
H -5.697 1.530 -2.743
H -4.146 1.619 -3.709
H -5.254 0.141 -3.740
H -3.991 0.930 -1.328
C 0.399 -1.115 5.820
O 1.087 -0.072 5.098
H 0.866 -2.092 5.627
H 0.473 -0.807 6.871
H -0.678 -1.093 5.544
H 0.772 -0.210 4.196
C -0.058 4.044 4.173
O 0.831 3.045 3.712
H 0.346 4.958 4.555
H -0.657 4.286 3.314
H -0.732 3.610 4.966
H 0.801 2.230 4.293
C 2.612 -1.346 -4.859
O 1.600 -0.492 -4.490
H 3.582 -0.912 -4.969
H 2.704 -2.172 -4.124
H 2.357 -1.689 -5.864
H 1.849 0.018 -3.671
C -5.141 3.378 -0.510
O -3.785 2.985 -0.583
H -5.767 2.610 -0.044
H -5.336 4.332 -0.009
H -5.623 3.483 -1.516
H -3.308 3.660 -1.131
C 6.266 0.702 -0.184
C 5.032 0.601 0.674
C 5.091 -0.102 1.979
C 5.403 -1.549 2.016
N 5.712 -2.660 2.027
H 6.118 1.277 -1.065
H 6.606 -0.248 -0.466
H 7.010 1.129 0.429
H 4.281 0.161 0.033
H 4.570 1.551 0.991
H 4.153 -0.046 2.582
H 5.876 0.275 2.663
C 0.161 0.322 -1.127
C -0.618 1.173 -0.166
C -1.843 0.531 0.488
C -1.408 -0.072 1.756
N -0.977 -0.380 2.790
H 0.518 -0.618 -0.613
H 1.014 0.877 -1.454
H -0.314 0.042 -2.064
H -0.920 2.070 -0.729
H 0.045 1.448 0.645
H -2.297 -0.175 -0.231
H -2.589 1.325 0.716
C -2.672 -2.733 -0.263
C -2.817 -2.804 -1.731
C -1.919 -3.886 -2.339
C -0.585 -3.457 -2.182
N 0.465 -3.008 -1.978
H -1.696 -2.356 0.082
H -2.929 -3.695 0.183
H -3.342 -2.046 0.203
H -2.572 -1.877 -2.213
H -3.884 -2.951 -2.057
H -2.106 -3.975 -3.377
H -2.044 -4.859 -1.889
C -3.288 -0.857 5.923
C -2.957 -2.349 5.718
C -3.253 -2.602 4.195
C -4.667 -2.297 3.783
N -5.756 -2.035 3.415
H -2.832 -0.493 6.870
H -4.403 -0.696 5.870
H -2.962 -0.137 5.217
H -3.602 -3.060 6.329
H -1.915 -2.537 5.816
H -3.096 -3.660 3.897
H -2.555 -2.077 3.539
C 3.143 -2.853 -0.694
C 2.977 -4.307 -0.167
C 2.946 -4.317 1.362
C 1.724 -3.748 1.916
N 0.799 -3.357 2.449
H 2.194 -2.268 -0.631
H 3.258 -2.969 -1.809
H 3.947 -2.279 -0.267
H 3.898 -4.810 -0.502
H 2.058 -4.708 -0.640
H 3.812 -3.706 1.682
H 2.970 -5.341 1.814
C -0.379 3.583 -6.072
C -0.503 2.474 -5.058
C 0.098 2.779 -3.642
C -0.737 3.551 -2.785
N -1.563 4.055 -2.185
H -0.972 4.429 -5.677
H -0.983 3.240 -6.922
H 0.682 3.812 -6.255
H -0.011 1.583 -5.482
H -1.550 2.148 -4.932
H 1.123 3.163 -3.765
H 0.252 1.895 -3.036

[2]
# C35H88F8N9O21S8

C35H88F8N9O21S8 as an isolated structure in a non-equilibrium geometry (ωB97M-V/def2-TZVPD, the OMol25 dataset).

Its gap between HOMO and LUMO is 0.27823 hartree. For the highest occupied orbital energy, the calculation gives -10.0906 eV. For the largest force on an atom, the calculation gives 11.6 eV/A. As for the net charge: +1.

CARTESIAN COORDINATES (ANGSTROEM)
C -5.081 4.127 -2.295
C -4.326 3.387 -1.205
N -3.817 4.191 -0.030
C -2.805 5.228 -0.478
C -4.968 4.911 0.593
C -6.120 3.965 0.969
C -3.148 3.172 0.854
C -2.718 3.701 2.246
O -2.325 5.047 2.315
C -1.510 5.256 3.462
H -4.710 5.122 -2.535
H -6.122 4.256 -1.993
H -4.969 3.556 -3.211
H -3.417 2.931 -1.612
H -4.841 2.462 -0.937
H -3.264 5.845 -1.243
H -1.907 4.722 -0.820
H -2.530 5.832 0.382
H -5.376 5.593 -0.150
H -4.641 5.466 1.468
H -6.670 3.510 0.148
H -6.856 4.471 1.598
H -5.852 3.143 1.641
H -2.318 2.810 0.250
H -3.805 2.331 1.070
H -1.920 3.018 2.560
H -3.510 3.467 2.967
H -2.011 4.952 4.386
H -1.285 6.320 3.493
H -0.578 4.709 3.288
C -2.919 -0.209 -2.479
C -3.577 0.495 -3.640
N -3.310 -0.209 -4.962
C -1.802 -0.221 -5.194
C -3.791 -1.668 -4.923
C -3.567 -2.438 -6.202
C -4.016 0.526 -6.099
C -5.293 1.249 -5.754
O -6.267 0.242 -5.449
C -7.377 0.918 -4.828
H -1.841 -0.048 -2.370
H -3.022 -1.286 -2.376
H -3.185 0.307 -1.551
H -3.222 1.510 -3.815
H -4.643 0.607 -3.445
H -1.486 0.800 -4.998
H -1.687 -0.427 -6.255
H -1.247 -0.938 -4.597
H -4.846 -1.626 -4.655
H -3.245 -2.118 -4.099
H -4.231 -2.188 -7.030
H -3.611 -3.521 -6.099
H -2.581 -2.233 -6.625
H -4.109 -0.211 -6.890
H -3.348 1.297 -6.494
H -5.614 1.825 -6.626
H -5.139 1.941 -4.924
H -7.000 1.328 -3.880
H -8.162 0.232 -4.522
H -7.728 1.767 -5.414
C -1.412 -3.761 1.003
C -1.734 -3.345 2.434
N -0.872 -3.997 3.504
C -1.181 -5.470 3.454
C 0.598 -3.811 3.176
C 1.502 -4.336 4.259
C -1.405 -3.567 4.875
C -0.945 -2.209 5.293
O -1.697 -1.221 4.642
C -1.145 0.065 4.704
H -1.073 -4.771 0.781
H -0.624 -3.079 0.680
H -2.282 -3.545 0.383
H -2.756 -3.418 2.803
H -1.589 -2.265 2.378
H -0.735 -5.986 4.297
H -0.833 -5.909 2.522
H -2.262 -5.596 3.453
H 0.731 -2.764 2.896
H 0.763 -4.313 2.223
H 1.437 -3.707 5.147
H 2.540 -4.453 3.954
H 1.280 -5.350 4.602
H -0.993 -4.317 5.552
H -2.475 -3.751 4.876
H 0.132 -1.997 5.287
H -1.058 -2.173 6.390
H -1.734 0.702 4.044
H -0.107 0.094 4.354
H -1.171 0.574 5.674
C 4.178 -5.311 0.891
C 4.513 -4.507 2.155
N 5.994 -4.159 2.272
C 6.933 -5.362 2.346
C 6.432 -3.332 1.079
C 5.520 -2.194 0.651
C 6.263 -3.273 3.488
C 6.159 -3.890 4.882
O 4.875 -4.459 4.997
C 4.577 -4.978 6.283
H 4.467 -4.698 0.035
H 3.096 -5.423 0.853
H 4.682 -6.272 0.830
H 4.353 -5.141 3.022
H 3.966 -3.570 2.154
H 6.651 -5.836 3.283
H 7.945 -4.978 2.306
H 6.641 -6.027 1.539
H 6.476 -4.013 0.230
H 7.429 -2.958 1.298
H 4.466 -2.472 0.632
H 5.686 -1.859 -0.373
H 5.615 -1.290 1.256
H 5.514 -2.494 3.363
H 7.270 -2.885 3.351
H 6.282 -3.137 5.669
H 6.888 -4.690 5.058
H 4.054 -4.170 6.807
H 5.491 -5.193 6.842
H 3.936 -5.855 6.344
C 2.425 3.641 -1.827
C 3.566 3.355 -0.903
O 4.711 3.545 -1.112
N 3.121 2.899 0.461
H 2.532 3.603 0.967
H 2.477 2.079 0.464
C 4.295 2.554 1.342
H 1.985 2.721 -2.227
H 2.789 4.192 -2.690
H 1.564 4.158 -1.398
H 4.996 3.372 1.242
H 4.713 1.626 0.956
H 3.910 2.359 2.340
N 1.648 4.820 1.881
S 2.549 6.251 2.109
O 2.457 6.893 3.380
O 2.741 7.060 0.943
F 3.943 5.464 2.275
S 0.308 5.493 1.513
O 0.213 5.928 0.123
O -0.335 6.323 2.510
F -0.646 4.210 1.446
N 1.474 0.730 0.060
S 1.620 -0.722 -0.459
O 0.970 -0.988 -1.716
O 1.697 -1.735 0.567
F 3.164 -0.638 -0.891
S -0.164 0.673 0.406
O -0.838 -0.513 0.862
O -0.947 1.490 -0.468
F -0.211 1.555 1.744
N 5.561 -2.690 -3.985
S 4.067 -2.448 -3.897
O 3.402 -2.635 -2.639
O 3.272 -2.759 -5.074
F 4.182 -0.838 -3.948
S 5.539 -4.359 -3.857
O 4.691 -5.184 -4.666
O 5.825 -4.767 -2.509
F 6.915 -4.547 -4.692
N -1.646 3.280 -5.363
S -2.515 4.530 -5.600
O -1.912 5.813 -5.827
O -3.786 4.444 -4.914
F -2.961 4.068 -7.089
S -1.035 3.768 -3.906
O -1.916 4.173 -2.856
O 0.267 4.361 -3.940
F -0.660 2.292 -3.306

[3]
# C35H90N6O12

C35H90N6O12 as an isolated structure in a non-equilibrium geometry (ωB97M-V/def2-TZVPD, the OMol25 dataset).

Its gap between HOMO and LUMO is 0.28900 hartree. For the highest occupied orbital energy, the calculation gives -7.1819 eV. For the largest force on an atom, the calculation gives 9.1 eV/A. As for the energy relative to the best compared isomer or geometry (same formula, charge and spin): 698.4 kcal per mole.

CARTESIAN COORDINATES (ANGSTROEM)
C 1.394 0.859 -4.105
O 0.140 0.991 -3.459
C -0.892 1.629 -4.070
C -2.250 1.122 -3.555
N -2.561 1.637 -2.208
C -4.004 1.458 -1.781
C -4.133 1.673 -0.269
O -4.646 0.472 0.344
C -4.898 0.694 1.763
H 1.530 -0.010 -4.748
H 2.132 0.628 -3.338
H 1.754 1.689 -4.714
H -0.724 1.501 -5.139
H -0.862 2.715 -3.981
H -2.440 0.054 -3.666
H -3.087 1.475 -4.156
H -1.809 1.507 -1.546
H -4.409 0.475 -2.021
H -4.629 2.193 -2.287
H -4.746 2.551 -0.068
H -3.151 1.872 0.161
H -3.997 1.093 2.229
H -5.227 -0.239 2.222
H -5.681 1.439 1.902
C -1.967 3.880 -1.099
O -0.799 4.621 -1.186
C -0.732 6.031 -0.984
C 0.628 6.602 -1.251
N 0.969 6.652 -2.739
C 2.308 7.302 -2.908
C 2.679 7.110 -4.476
O 3.471 5.943 -4.573
C 3.937 5.559 -5.843
H -2.385 4.021 -2.096
H -2.689 4.337 -0.421
H -1.910 2.835 -0.792
H -1.184 6.427 -0.075
H -1.428 6.524 -1.663
H 1.438 5.959 -0.906
H 0.641 7.621 -0.865
H 0.736 5.804 -3.238
H 3.152 6.889 -2.355
H 2.258 8.331 -2.551
H 3.280 7.971 -4.769
H 1.772 7.034 -5.075
H 4.589 4.694 -5.728
H 4.383 6.453 -6.280
H 2.985 5.280 -6.294
C 4.968 -7.759 0.233
O 3.656 -7.271 0.628
C 3.042 -6.339 -0.228
C 1.701 -5.854 0.311
N 1.946 -4.796 1.392
C 0.718 -4.234 2.067
C -0.475 -3.564 1.185
O -1.175 -2.755 2.181
C -2.009 -1.762 1.544
H 5.732 -6.986 0.146
H 4.857 -8.454 -0.599
H 5.363 -8.551 0.868
H 2.756 -6.821 -1.163
H 3.660 -5.524 -0.606
H 1.261 -6.681 0.868
H 1.012 -5.586 -0.491
H 2.579 -5.077 2.127
H 0.948 -3.638 2.950
H 0.207 -5.095 2.497
H -0.983 -4.413 0.729
H 0.030 -2.906 0.477
H -2.507 -2.130 0.647
H -1.332 -0.950 1.278
H -2.692 -1.346 2.284
C 0.729 -4.486 -1.495
O 1.374 -3.596 -2.340
C 0.411 -3.104 -3.298
C 0.970 -1.776 -3.968
N 1.734 -0.815 -3.096
C 3.104 -0.494 -3.564
C 3.565 0.418 -2.459
O 4.960 0.453 -2.678
C 5.756 1.005 -1.650
H 1.399 -4.908 -0.746
H 0.473 -5.419 -1.997
H -0.207 -4.175 -1.031
H -0.575 -2.942 -2.862
H 0.306 -3.705 -4.201
H 0.086 -1.282 -4.371
H 1.590 -2.104 -4.802
H 1.758 -1.221 -2.172
H 2.967 0.093 -4.473
H 3.796 -1.324 -3.704
H 3.425 -0.022 -1.472
H 3.018 1.360 -2.478
H 5.266 0.867 -0.686
H 5.975 2.043 -1.901
H 6.719 0.502 -1.568
C -1.353 1.115 2.057
O -2.298 0.729 2.988
C -2.397 -0.635 3.309
C -2.319 -0.908 4.802
N -3.572 -1.092 5.502
C -3.288 -2.028 6.612
C -4.301 -1.915 7.723
O -4.282 -0.564 8.233
C -4.874 -0.273 9.524
H -0.338 1.000 2.437
H -1.618 2.127 1.751
H -1.386 0.647 1.073
H -1.521 -1.113 2.872
H -3.252 -1.121 2.840
H -1.828 -0.056 5.273
H -1.762 -1.835 4.943
H -3.900 -0.247 5.948
H -2.261 -1.840 6.924
H -3.321 -3.050 6.234
H -3.984 -2.500 8.587
H -5.302 -2.241 7.440
H -5.943 -0.465 9.441
H -4.798 0.798 9.713
H -4.479 -0.938 10.292
C 2.004 -1.221 3.466
O 1.116 -1.962 4.200
H 1.581 -0.221 3.374
H 2.896 -1.084 4.077
H 2.261 -1.775 2.563
H 0.554 -2.513 3.651
C -1.488 -0.512 -1.028
C -0.475 0.471 -0.426
C 1.022 0.037 -0.398
O 1.839 0.735 0.408
C 1.786 0.292 1.767
N -0.719 1.791 -1.037
H -1.352 -1.535 -0.677
H -1.507 -0.441 -2.116
H -2.475 -0.102 -0.815
H -0.854 0.709 0.568
H 1.293 -0.019 -1.452
H 1.220 -1.026 -0.260
H 2.459 -0.527 2.018
H 0.800 -0.015 2.116
H 2.162 0.989 2.516
H -0.033 2.439 -0.676
H -0.511 1.660 -2.016